Entry from OMol25: a 8-piece molecular cluster, C19H53NO8 overall at a distorted geometry (ωB97M-V/def2-TZVPD).

Structure (XYZ):
```
81
Properties=species:S:1:pos:R:3:forces:R:3
C 3.826880 -0.160293 2.142421 -0.324 0.939 0.626
C 3.261027 -1.511040 1.730317 0.564 -0.764 -0.671
C 4.399513 -2.517690 1.883035 0.789 0.000 0.779
C 2.096018 -1.872738 2.723533 0.451 0.284 -1.221
C 1.203158 -3.001327 2.213746 1.293 -0.273 1.318
C 0.870691 -2.904882 0.782123 -0.589 0.606 -1.165
C 2.010406 -2.651268 -0.234371 -0.153 1.357 -0.105
C 2.746643 -3.992191 -0.531613 -0.044 0.914 -0.987
C 1.360039 -2.169906 -1.594712 0.494 -1.369 0.669
N 2.840424 -1.487102 0.274289 -6.194 -1.475 4.550
O 3.686594 -0.954182 -0.555112 3.162 0.284 -1.873
H 3.110675 0.612947 1.864491 0.107 0.190 -0.081
H 4.838341 0.158763 1.890931 -0.021 -0.454 -1.089
H 3.944141 -0.086697 3.223595 -0.588 -0.381 0.323
H 4.850216 -2.368954 2.864278 -0.093 -0.141 0.293
H 5.242012 -2.249715 1.245479 0.000 -0.168 -0.494
H 4.185561 -3.583043 1.797213 -0.259 0.189 -0.183
H 2.600355 -2.159435 3.646326 -0.142 0.043 0.131
H 1.494431 -0.987290 2.928867 0.036 0.169 -0.123
H 0.283621 -3.012846 2.798904 0.005 -0.198 0.044
H 1.733286 -3.937838 2.386971 -0.033 -0.266 0.233
H 0.129843 -2.108129 0.715584 -0.039 0.204 -0.499
H 0.363465 -3.832223 0.515944 -0.079 -0.017 -0.359
H 2.147014 -4.504050 -1.284295 -0.580 -0.603 0.679
H 3.597210 -3.854435 -1.199201 0.753 0.411 0.522
H 3.007394 -4.590812 0.341173 -0.168 -0.017 -0.258
H 0.715962 -3.013656 -1.842410 -0.060 -0.036 -0.472
H 0.714602 -1.292791 -1.641301 0.393 0.189 0.690
H 2.159943 -2.092625 -2.331105 -0.169 0.054 -0.158
H 4.391504 -1.598641 -0.458266 1.567 0.272 -1.120
C -3.063052 4.621332 1.728651 -0.511 -0.443 0.082
C -2.521028 3.626678 0.718061 -0.509 0.346 -0.012
O -1.836954 2.600940 1.391910 0.753 0.053 0.443
H -3.853853 5.240511 1.305151 0.113 0.130 -0.148
H -2.303755 5.261658 2.177604 0.120 -0.077 -0.181
H -3.526049 4.053137 2.535429 -0.029 -0.019 0.137
H -1.879653 4.149048 0.008231 0.268 0.051 -0.153
H -3.276482 3.093719 0.140691 -0.504 0.692 -0.107
H -1.465807 2.093653 0.666306 0.310 -0.751 -0.045
C 3.348502 2.853195 -0.542676 0.208 0.759 -1.286
C 1.992608 2.403374 -0.201772 -1.876 -0.830 0.629
O 1.648817 1.145477 -0.835031 0.269 0.683 0.335
H 3.331019 3.025353 -1.618843 0.662 -0.225 -0.172
H 4.057924 2.079390 -0.249338 0.182 0.166 -0.139
H 3.593573 3.818467 -0.099637 0.040 -0.137 0.302
H 1.112695 2.971017 -0.504480 0.567 0.894 -0.288
H 1.913642 2.418958 0.885248 -0.237 -0.806 0.331
H 2.235612 0.438334 -0.557168 0.190 -0.297 0.255
C 2.066562 0.822596 -5.449964 -0.675 -0.732 1.077
C 1.104885 0.372451 -4.346825 1.099 -0.292 -0.409
O -0.131636 0.181231 -4.921102 -1.589 -0.246 -0.422
H 1.558909 1.571063 -6.058409 0.598 0.572 0.336
H 2.284511 -0.000371 -6.130637 0.089 -0.140 0.169
H 2.937948 1.053888 -4.837355 0.473 0.752 -0.906
H 1.053188 1.064003 -3.505874 0.159 0.362 -0.041
H 1.480222 -0.568354 -3.944205 0.178 -0.203 0.224
H -0.758975 0.025432 -4.211342 -0.391 -0.005 -0.035
C -6.105658 2.101034 -0.054257 0.151 -0.286 0.570
C -5.540810 1.490606 -1.343269 -0.990 0.903 1.033
O -4.147669 1.454994 -1.284639 0.982 -0.420 -0.320
H -5.792452 1.499145 0.798820 -0.269 -0.512 0.027
H -7.193670 2.164538 -0.071429 -0.014 -0.024 0.006
H -5.694694 3.061113 0.257908 0.011 0.339 -0.790
H -5.851924 2.120131 -2.176933 0.061 -0.349 -0.274
H -5.898992 0.463454 -1.412181 -0.481 0.101 -0.449
H -3.958864 0.598784 -0.893664 0.515 0.130 0.337
C -3.678013 -1.201303 3.771449 -0.670 -0.614 -0.133
C -3.216357 -0.193866 2.734788 0.280 0.155 1.306
O -2.746822 -0.784843 1.561232 0.034 -0.691 -0.600
H -3.809632 -0.727224 4.744086 0.015 0.181 -0.052
H -2.977264 -2.024070 3.913203 0.340 0.174 -0.147
H -4.623139 -1.690194 3.535137 -0.162 0.098 -0.196
H -2.394901 0.300821 3.253059 0.115 0.567 -0.290
H -3.981341 0.541473 2.485444 -0.171 0.126 0.281
H -2.147499 -0.152533 1.158013 0.299 0.090 -0.372
O -2.068478 -0.870100 -2.823235 0.153 0.216 -0.045
H -1.945161 -1.745679 -3.189824 0.155 -0.300 -0.112
H -2.841394 -0.950600 -2.264336 -0.312 0.043 0.083
O -0.946010 0.637125 -0.499927 -1.105 -0.027 0.505
H -0.039316 0.866363 -0.703838 1.217 0.040 0.003
H -1.314280 0.348743 -1.335064 -0.191 -0.143 -0.346
```
Forces are in eV/Å.

Energy above the lowest of the compared OMol25 structures with the same formula, charge and spin: 0.0 kJ/mol
DFT total energy: -1412.25062 a.u.
Total charge: 0
Max |F|: 7.83 eV Å⁻¹
Spin multiplicity: 1
LUMO level: 0.3250 eV
Orbital gap: 0.3221 hartree